# 1
The following is a quantum chemistry calculation of a molecular structure, C28H47BrCdNO3P3, from the Open Molecules 2025 dataset.

Each line ends with the Löwdin charge.
Cartesian coordinates (Å):
C: 1.16 -3.44 -0.97  -0.234
C: 4.17 0.35 -2.16  -0.031
C: -1.00 4.41 0.24  -0.125
H: -5.26 0.59 2.28  0.101
C: 2.15 3.61 -1.19  -0.122
C: 1.79 -1.56 2.54  -0.402
C: 1.24 -5.86 -0.71  -0.068
P: 0.37 -0.42 2.49  0.871
H: 2.32 3.42 -2.26  0.068
H: -1.68 -1.64 2.84  0.057
H: -1.64 3.95 -2.67  0.073
C: 0.13 -5.75 0.14  -0.640
H: -1.35 -4.51 1.10  0.100
O: -3.96 0.38 -1.37  -0.333
H: 2.61 -4.70 -1.93  0.140
H: -1.62 -0.17 3.82  0.086
H: 0.22 1.99 2.50  0.055
C: 0.85 1.26 3.05  -0.408
H: -2.83 -2.55 -2.24  0.075
H: -3.07 -0.20 -3.20  0.079
H: -4.33 -3.50 -2.14  0.104
C: 1.57 2.41 -0.45  -0.402
H: -0.80 3.53 -4.18  0.090
C: -0.58 -1.89 4.70  -0.133
H: -2.26 2.80 -0.47  0.076
H: -2.99 -3.86 -1.02  0.081
H: 2.28 -1.46 4.67  0.074
H: -0.57 -2.47 0.09  -0.016
P: -0.12 1.83 -0.84  0.842
H: -0.07 4.60 0.79  0.079
O: -3.75 -0.06 1.13  -0.355
C: 0.01 -3.38 -0.14  -0.099
C: -1.31 2.92 0.07  -0.425
H: 1.38 -2.58 2.58  0.082
Cd: -0.83 -0.41 0.19  1.011
C: 1.74 -4.68 -1.26  -0.015
Br: -0.63 -7.29 1.02  0.772
C: 2.71 0.08 -4.05  -0.027
H: -1.45 2.46 1.06  0.050
H: 1.43 0.84 5.11  0.076
H: -1.49 -2.26 5.18  0.089
H: 5.54 2.07 -2.34  0.124
H: 0.59 1.83 -3.08  0.066
H: -1.83 4.83 0.82  0.088
H: 0.03 -2.75 4.39  0.077
C: -1.02 -1.05 3.51  -0.421
H: -0.97 4.94 -0.73  0.069
H: -3.87 1.39 -3.14  0.099
C: -3.92 0.35 -2.80  -0.091
H: -4.72 1.81 1.11  0.096
H: 1.85 -0.36 -4.54  0.116
H: 2.22 1.54 -0.62  0.058
H: 0.99 2.51 4.75  0.090
H: 3.58 -2.00 3.58  0.091
C: 2.75 -1.29 3.69  -0.128
C: 0.73 1.47 4.55  -0.125
C: -0.36 2.15 -2.62  -0.392
C: -0.50 -4.54 0.44  -0.151
H: 3.16 -0.27 3.64  0.075
H: 1.71 -6.82 -0.92  0.123
H: -0.29 1.29 4.91  0.076
C: -3.52 -3.06 -1.55  -0.081
C: 4.71 1.48 -2.79  -0.121
C: 1.92 -2.41 -1.61  0.018
C: 2.59 -1.57 -2.22  0.057
H: -1.13 1.45 -2.97  0.057
O: -4.03 -2.12 -0.57  -0.311
H: -0.01 -1.28 5.44  0.077
H: -5.70 0.40 0.61  0.097
P: -3.29 -0.67 -0.31  0.722
C: -4.91 0.74 1.27  -0.101
H: 2.29 -1.47 1.56  0.076
C: 3.29 1.23 -4.62  -0.120
H: 1.57 2.61 0.63  0.061
H: 1.54 4.51 -1.09  0.067
H: 3.13 3.82 -0.75  0.091
H: 1.88 1.42 2.70  0.083
C: -0.69 3.57 -3.08  -0.123
H: 4.48 0.12 -1.14  0.114
H: 0.10 4.29 -2.85  0.068
N: 4.24 1.93 -3.97  0.060
C: 3.19 -0.41 -2.82  -0.252
H: 2.98 1.61 -5.61  0.122
H: -4.83 -0.09 -3.20  0.105

## Properties
gap between HOMO and LUMO: 7.89 eV
net charge: +2

---

# 2
The following is a quantum chemistry calculation of a single C7H8 molecule, from the Open Molecules 2025 dataset.

Each line ends with the natural charge from an NBO analysis.
Cartesian coordinates (Å):
C: 0.44 -1.15 0.36  -0.403
H: -1.58 0.50 1.40  0.246
C: 0.84 0.93 -0.99  -0.019
H: -1.43 1.88 0.27  0.218
C: -0.12 0.24 -0.15  -0.062
C: 1.62 1.51 -1.70  -0.208
H: 2.29 2.03 -2.35  0.240
C: -0.68 -1.00 -0.71  -0.327
C: -0.89 1.11 0.82  -0.599
H: -0.40 -1.29 -1.72  0.238
H: 0.82 -2.11 2.13  0.111
H: 1.44 -1.33 -0.05  0.211
C: -0.02 -1.57 1.64  -0.108
H: -1.67 -1.30 -0.38  0.242
H: -0.19 1.59 1.50  0.220

## Properties
gap between HOMO and LUMO: 8.23 eV
relative energy (zero: lowest compared OMol25 entry of this formula, charge and spin): 143.94 kcal/mol

---

# 3
The following is a quantum chemistry calculation of a molecular structure, C5H12O2, from the Open Molecules 2025 dataset.

Each line ends with the natural charge from an NBO analysis.
Cartesian coordinates (Å):
H: 1.00 2.59 0.28  0.210
O: -0.20 0.34 1.17  -0.693
H: -1.06 -1.72 2.23  0.208
C: 0.82 -1.43 -0.71  -0.065
H: 1.86 0.46 -0.67  0.204
C: 0.88 0.09 -0.98  -0.466
H: 0.00 2.75 -1.18  0.208
H: -0.04 -1.88 -1.24  0.143
H: -2.06 -0.66 1.14  0.188
H: 1.72 -1.91 -1.11  0.180
H: 0.77 0.30 -2.05  0.216
H: -1.36 -2.20 0.50  0.194
H: 0.52 -0.52 1.12  0.501
C: 0.03 2.35 -0.16  -0.619
H: -0.75 2.84 0.43  0.217
O: 0.71 -1.69 0.67  -0.726
C: -1.26 -1.39 1.22  -0.150
H: -1.19 0.64 -0.61  0.153
C: -0.19 0.84 -0.17  0.097

## Properties
gap between HOMO and LUMO: 8.93 eV
relative energy (zero: lowest compared OMol25 entry of this formula, charge and spin): 109.08 kcal/mol

---

# 4
The following is a quantum chemistry calculation of a single C5H9NS molecule, from the Open Molecules 2025 dataset.

Each line ends with the natural charge from an NBO analysis.
Cartesian coordinates (Å):
H: 1.46 -1.42 -1.33  0.185
H: -0.47 0.97 1.58  0.243
S: -2.44 0.10 -0.12  0.009
H: 1.55 2.20 0.35  0.213
C: -0.72 -0.27 -0.21  -0.400
C: 0.30 -0.93 0.54  -0.243
C: 1.70 -1.10 -0.22  -0.233
H: 0.20 -1.44 1.55  0.245
C: 0.14 0.65 0.59  -0.236
C: 1.27 1.23 -0.14  -0.252
H: 3.42 0.29 0.45  0.380
H: -3.02 -1.05 -0.29  0.110
H: 2.48 -1.87 0.18  0.220
H: 1.12 1.66 -0.99  0.193
H: -0.55 -0.09 -1.23  0.221
N: 2.39 0.23 -0.25  -0.654

## Properties
gap between HOMO and LUMO: 9.60 eV
relative energy (zero: lowest compared OMol25 entry of this formula, charge and spin): 96.93 kcal/mol
SMILES: S[C@@H]1[C@H]2CNC[C@@H]12

---

# 5
The following is a quantum chemistry calculation of a molecular structure, C11H25BInO3, from the Open Molecules 2025 dataset.

Each line ends with the Löwdin charge.
Cartesian coordinates (Å):
H: 1.60 -0.75 1.48  0.073
C: 1.01 -2.42 0.05  -0.216
H: 4.28 -1.06 0.50  0.010
H: 2.47 3.60 0.65  0.025
O: -0.26 0.50 -1.30  -0.040
C: 3.28 -1.03 -0.01  -0.312
H: -0.37 -3.86 1.07  0.097
C: 2.39 2.52 1.01  -0.321
H: 0.75 4.24 2.49  0.045
H: -0.71 -0.22 -1.79  0.061
H: -2.42 -3.07 0.40  0.103
C: 0.93 2.26 1.56  -0.271
C: -1.66 -2.25 0.19  -0.193
In: 2.84 1.11 -0.72  0.596
H: -0.91 3.24 2.13  0.030
H: -1.17 -0.30 1.12  0.089
H: -2.78 1.05 -2.99  0.100
H: 4.16 1.74 -1.80  -0.110
H: -4.23 -0.31 0.50  0.119
H: 0.40 1.27 1.53  0.054
C: 0.21 3.34 2.09  -0.079
C: -2.10 -0.90 0.91  -0.173
O: 0.92 1.14 -3.46  -0.005
C: -0.30 -2.73 0.90  -0.206
H: 1.50 -3.43 -0.16  0.104
C: 2.08 -1.59 0.91  -0.303
H: 3.15 2.44 1.86  0.023
H: -1.53 -2.16 -0.92  0.097
H: 0.81 -1.95 -0.95  0.090
H: -3.02 1.03 0.43  0.119
H: -2.54 -1.20 1.91  0.116
H: -4.05 1.75 -1.78  0.089
H: 3.25 -1.66 -0.96  0.023
H: -0.17 -2.26 1.93  0.104
H: 2.56 -2.31 1.65  0.094
H: -2.25 1.80 -1.43  0.092
C: -3.19 -0.05 0.13  -0.224
H: 0.32 0.48 -3.86  0.071
B: 0.94 0.91 -2.03  -0.601
C: -3.08 1.18 -1.90  -0.132
O: -3.08 -0.12 -1.30  -0.239

## Properties
gap between HOMO and LUMO: 7.00 eV
net charge: -1

---

# 6
The following is a quantum chemistry calculation of a molecular structure, C22H24BIrN7, from the Open Molecules 2025 dataset.

Each line ends with the Mulliken spin population.
Cartesian coordinates (Å):
H: -1.17 2.17 0.41  -0.007
H: -2.97 -4.01 1.63  0.002
H: -2.48 0.98 0.53  0.001
H: 2.10 0.98 1.82  -0.002
C: -2.37 1.46 -2.56  0.093
C: -0.87 0.34 3.40  0.049
H: 0.99 -4.34 3.33  0.001
N: -0.44 0.95 -3.53  0.031
C: -1.65 -2.35 1.24  0.037
N: -1.13 0.93 -2.33  0.298
C: 2.77 2.26 -2.58  0.174
H: 1.52 0.63 -4.66  -0.001
H: 1.68 2.57 0.52  -0.001
B: 1.05 0.49 -3.56  -0.019
H: -1.43 1.12 5.34  0.003
H: -3.13 1.47 -1.80  0.007
N: 1.74 1.39 -2.50  -0.035
H: 1.60 -4.19 -2.63  0.000
C: -1.97 -3.60 1.78  0.188
C: -2.44 1.85 -3.90  0.276
C: 2.94 2.87 -1.34  0.119
C: -1.04 -4.30 2.55  0.256
H: -0.86 1.66 -5.48  -0.004
C: -1.22 1.51 -4.48  0.270
H: -3.26 2.34 -4.38  -0.010
C: 0.50 1.87 4.69  0.222
C: 1.49 1.85 3.70  0.060
H: -2.93 2.69 0.26  0.002
H: 3.30 2.36 -3.52  -0.005
H: -1.32 -5.26 2.99  -0.016
C: 0.59 -2.54 2.25  0.016
H: -1.76 -0.27 3.27  0.000
C: 0.13 0.32 2.40  0.241
C: 0.62 -2.57 -1.51  0.002
H: 0.16 -3.01 -0.62  0.018
C: 1.32 1.05 2.57  0.071
C: -0.38 -1.81 1.53  0.297
N: 1.25 1.39 -1.21  0.441
C: 1.32 -3.16 -2.57  0.009
H: 3.67 3.61 -1.04  0.002
C: -0.67 1.11 4.55  0.060
Ir: -0.24 0.25 -0.61  1.362
H: -2.37 -1.77 0.66  -0.026
N: 0.52 -1.23 -1.74  0.099
N: -0.08 -0.47 1.24  0.286
H: 2.40 2.43 3.82  0.003
H: 2.09 -2.15 -4.42  0.000
C: 0.25 -3.78 2.76  0.166
N: 1.05 -0.98 -3.01  -0.015
H: 0.62 2.50 5.58  -0.005
H: 1.54 -2.06 2.48  -0.006
C: -2.23 2.03 0.79  0.035
C: 1.56 -2.13 -3.48  0.017
H: -2.29 2.18 1.88  0.005
C: 1.95 2.35 -0.51  -0.068

## Properties
gap between HOMO and LUMO (alpha / beta): 7.19 / 4.35 eV
net charge: +4
2S+1: 6

---

| no. | maximum force (eV/A) |
| --- | --- |
| 1 | 3.20 |
| 2 | 0.56 |
| 3 | 0.24 |
| 4 | 8.02 |
| 5 | 3.06 |
| 6 | 3.88 |